Below is a structure of composition C18H18F3N4O4Ru in a non-equilibrium geometry, with properties calculated with the ωB97M-V functional and the def2-TZVPD basis.

Geometry (Å):
1 Ru -0.06871 0.44797 -0.42851
2 C 0.38489 -3.50463 1.16499
3 C -0.30081 -3.29273 -0.18341
4 C -1.77621 -2.92703 0.03839
5 C 0.35869 -2.21543 -1.01481
6 C 1.56469 -1.59573 -0.64721
7 C 2.10629 -0.54753 -1.40821
8 C 1.46909 -0.09733 -2.57661
9 C 2.04619 0.99847 -3.41021
10 C 0.30039 -0.76783 -2.98091
11 C -0.23711 -1.80083 -2.22121
12 H -0.20761 -4.18483 1.77259
13 H 0.46849 -2.55733 1.69719
14 H 1.37649 -3.93873 1.04989
15 H -0.25601 -4.23333 -0.74761
16 H -1.86141 -1.88443 0.35879
17 H -2.20701 -3.56133 0.80879
18 H -2.36391 -3.05873 -0.86541
19 H 2.13169 -1.95623 0.19909
20 H 3.05429 -0.11783 -1.10621
21 H 2.37739 0.60197 -4.36971
22 H 2.88819 1.46897 -2.91101
23 H 1.28869 1.75647 -3.60281
24 H -0.15881 -0.50133 -3.92311
25 H -1.11931 -2.31123 -2.57861
26 O 3.35179 0.06737 2.14569
27 C 2.20879 0.23087 2.47999
28 C 1.73109 0.52337 3.91589
29 C 0.21039 0.51427 3.83009
30 C -0.02791 0.35407 2.34409
31 O -1.11591 0.35807 1.75929
32 N 1.11119 0.17327 1.67019
33 H 2.13519 1.49307 4.21019
34 H 2.13239 -0.23773 4.58369
35 H -0.26371 1.42187 4.20069
36 H -0.23821 -0.32703 4.35829
37 F -3.82431 3.13437 -0.86891
38 C -3.59191 2.29267 -1.88501
39 F -3.52141 3.03587 -2.99361
40 F -4.66551 1.50347 -2.00291
41 C -2.27621 1.48627 -1.63941
42 O -2.36081 0.49407 -0.89171
43 O -1.24111 1.89087 -2.17551
44 N 0.67029 2.38817 -0.11351
45 C 0.32239 3.34397 0.48449
46 N 0.15389 4.34147 1.19249
47 C -0.71871 5.22997 1.47579
48 N -1.44001 6.06807 1.80569

Computed properties:
Expectation value of S²: 8.762
Spin multiplicity: 6
Total charge: 0
Kohn-Sham gap (alpha / beta): 8.78 / 6.40 eV
LUMO level (alpha / beta): -0.33 / -2.75 eV